[1]
Computed, not measured: a cluster of 3 separate species, C18H47N9O3P3S2 in total at a distorted geometry, with ωB97M-V/def2-TZVPD.

XYZ file:
```
82
Properties=species:S:1:pos:R:3:forces:R:3
C 11.848804 0.419208 -0.751063 -0.199 0.372 -0.177
C 11.281936 1.561953 -0.388352 -0.263 0.051 0.322
C 10.079612 1.603631 0.520447 0.746 0.213 0.106
C 8.777388 2.041273 -0.106850 0.355 -0.547 0.987
C 7.594453 1.637391 0.421914 -0.358 0.494 -0.865
N 6.580731 2.209388 -0.339371 0.363 -1.161 0.508
P 4.782344 2.012541 -0.033781 -2.024 1.806 0.132
N 4.262365 1.052212 -1.361825 1.389 -0.484 0.929
O 4.750452 1.027629 1.255065 1.234 -0.132 -1.128
C 7.134426 2.928542 -1.288769 0.204 0.482 -1.351
S 6.331707 3.888631 -2.513680 -0.503 0.349 0.197
N 8.487191 2.869825 -1.178605 -0.070 -0.121 0.972
S 9.631413 3.678970 -2.160158 0.340 0.002 -0.699
H 11.729848 -0.470520 -0.148525 -0.504 -0.385 -0.506
H 12.396258 0.401691 -1.681469 0.914 -0.168 0.429
H 11.685102 2.504556 -0.721956 -0.302 0.039 -0.595
H 10.248688 2.203700 1.417311 0.005 0.203 -0.039
H 9.912174 0.583360 0.860695 -0.134 -0.038 0.122
H 7.388425 1.020114 1.273929 0.037 -0.065 0.109
H 4.053337 0.120438 -0.997229 -0.396 -0.029 -0.275
H 5.032709 0.914826 -2.012937 -0.253 0.018 -0.349
H 5.241608 0.220793 1.025193 -0.327 -0.426 0.562
H 6.317149 3.016790 -3.540047 0.204 -0.201 0.255
H 9.468234 4.959814 -1.770314 -0.347 -0.240 0.317
O 0.591877 -1.945621 1.211750 -1.715 -2.855 0.919
P -0.045694 -1.476091 2.493884 2.019 5.636 0.398
N -1.096232 -0.273553 1.884292 0.409 -0.125 -0.516
C -1.369848 1.034615 2.426543 -0.280 -0.093 0.649
C -2.138418 -0.702478 0.960828 0.104 -0.301 -0.252
N 1.383661 -0.825054 3.238043 -0.189 0.901 0.193
C 1.988938 0.375721 2.700509 -0.167 0.096 -0.137
C 2.406933 -1.834308 3.441967 -0.176 -0.258 0.102
N -0.752993 -1.649678 4.049543 -0.247 -3.186 -1.175
C -1.862920 -2.595429 4.149342 -0.185 0.176 -0.180
C -0.690768 -0.742831 5.169500 0.275 0.276 0.348
H -2.333377 1.074131 2.956854 0.027 0.051 -0.007
H -1.414022 1.764213 1.611786 -0.037 -0.062 -0.056
H -0.604437 1.383953 3.116917 -0.001 -0.175 0.081
H -3.054162 -0.993654 1.492454 -0.054 0.120 -0.059
H -1.813758 -1.557528 0.369161 0.082 0.006 0.052
H -2.391874 0.087388 0.250974 0.010 0.058 0.072
H 1.255168 1.152613 2.493577 -0.050 -0.122 -0.070
H 2.545034 0.189322 1.774670 -0.014 -0.040 -0.032
H 2.676340 0.797098 3.441541 0.119 -0.105 -0.047
H 2.923002 -2.085970 2.504535 0.000 -0.021 0.000
H 1.968724 -2.754764 3.834133 0.001 0.028 0.000
H 3.144707 -1.486317 4.170210 -0.031 0.087 -0.004
H -2.829014 -2.112290 3.949635 -0.012 -0.044 0.096
H -1.902992 -3.050525 5.141258 0.044 0.053 0.017
H -1.739867 -3.410121 3.433412 -0.016 0.022 -0.039
H -1.619718 -0.165904 5.253944 -0.032 -0.039 -0.076
H 0.140949 -0.050644 5.106952 0.019 -0.047 -0.217
H -0.563338 -1.302796 6.103223 -0.064 -0.076 -0.069
O -4.468932 -0.888838 -1.399519 0.140 -3.467 -0.588
P -5.772413 -1.046254 -2.136480 -2.229 5.755 0.005
N -5.406528 -0.165389 -3.563437 0.480 0.156 0.362
C -6.245169 0.761047 -4.284788 -0.559 -0.354 -0.234
C -4.317388 -0.657737 -4.386305 0.290 -0.167 0.227
N -6.784723 -0.167876 -1.039497 -0.315 0.667 -0.502
C -6.645848 1.273514 -0.913307 0.202 0.114 -0.091
C -6.809445 -0.768819 0.285161 0.008 -0.373 -0.062
N -7.157590 -1.878826 -2.720676 2.024 -2.634 0.857
C -6.907138 -3.141944 -3.410655 0.143 0.150 -0.227
C -8.475121 -1.352531 -2.982631 -0.434 0.258 0.154
H -6.679579 0.312873 -5.191333 -0.012 0.053 0.008
H -5.649657 1.624368 -4.598341 0.067 -0.045 -0.001
H -7.067096 1.150236 -3.688595 -0.025 -0.176 0.069
H -4.667592 -1.386254 -5.131646 0.024 0.102 -0.092
H -3.556738 -1.144911 -3.775505 -0.070 0.017 0.086
H -3.821441 0.161792 -4.914202 -0.101 0.055 0.002
H -6.583372 1.765312 -1.881574 0.096 -0.081 0.011
H -5.762020 1.569691 -0.332067 0.000 -0.008 0.025
H -7.536280 1.675051 -0.421006 0.044 -0.044 0.114
H -5.892965 -0.549806 0.847538 -0.004 0.003 0.012
H -6.902753 -1.855557 0.213485 -0.021 0.028 -0.022
H -7.668055 -0.402343 0.852335 -0.012 0.076 -0.061
H -6.751244 -2.994366 -4.488511 -0.086 -0.075 0.004
H -7.739514 -3.835733 -3.274836 -0.033 0.055 0.017
H -6.019369 -3.631933 -3.006092 0.030 0.021 -0.021
H -8.620632 -1.185109 -4.057006 0.088 -0.029 -0.016
H -8.670466 -0.424168 -2.458805 0.222 0.023 0.039
H -9.239189 -2.065747 -2.652763 0.094 -0.073 -0.030
```
Forces are in eV/Å.

Results
HOMO-LUMO gap ... 5.73 eV
HOMO energy ... -9.2 eV
Net charge ... +1
E_LUMO ... -3.43 eV
Spin multiplicity ... 1

Atomic partial charges in e from the Mulliken method, atoms 1 to 6: atom 1 (C): -0.8066, atom 2 (C): -0.2741, atom 3 (C): -0.5557, atom 4 (C): -0.2375, atom 5 (C): 0.1227, atom 6 (N): 0.1903

[2]
Computed, not measured: a structure of composition C49H50ClN4O6Ti, with ωB97M-V/def2-TZVPD.

XYZ file:
```
111
Properties=species:S:1:pos:R:3:forces:R:3
Ti -1.834262 -1.462237 -0.672304 -0.230 0.020 -0.175
C -1.723689 2.330432 4.222591 -0.001 0.007 0.008
C -2.435874 1.183919 3.902507 0.007 -0.001 0.003
C -1.897732 0.216359 3.070153 -0.023 -0.001 0.017
C -0.619441 0.380062 2.531144 0.027 -0.026 -0.008
C 0.100098 1.530215 2.861920 -0.018 -0.016 -0.021
C -0.451623 2.490682 3.695052 0.004 0.003 -0.018
N -0.048609 -0.647201 1.744334 0.005 0.012 -0.033
N -0.964991 -1.513657 1.123797 -0.015 0.088 0.033
C -1.323124 -2.610547 1.902619 -0.041 -0.232 -0.077
C -0.733349 -3.085876 3.065025 -0.002 0.156 0.027
C -1.249633 -4.224629 3.674524 0.011 0.010 0.023
C -2.347632 -4.882125 3.137595 -0.015 -0.013 0.016
C -2.951319 -4.406030 1.977145 -0.046 0.045 -0.011
C -2.436950 -3.275126 1.368141 0.036 -0.008 -0.057
H -2.153258 3.085033 4.868830 0.001 0.001 -0.001
H -3.431364 1.032189 4.302018 -0.001 0.001 -0.001
H -2.474519 -0.667256 2.842415 0.011 0.006 0.005
H 1.091103 1.683081 2.466953 0.025 0.005 -0.046
H 0.127302 3.377405 3.923839 0.000 0.000 -0.001
H 0.113965 -2.561726 3.482550 0.033 0.005 0.012
H -0.783525 -4.599643 4.577599 -0.002 0.000 -0.001
H -2.736780 -5.769980 3.619804 -0.003 0.001 -0.001
H -3.808729 -4.898371 1.536104 0.004 -0.004 -0.002
C 2.424297 -1.829642 4.825025 -0.015 0.003 0.000
C 2.333796 -0.750176 3.740202 -0.018 -0.002 -0.018
C 3.040010 0.519716 4.225960 -0.002 -0.002 0.000
C 2.909856 -1.216773 2.411954 0.006 -0.003 0.002
C 4.179244 -1.782888 2.457161 -0.009 -0.007 0.009
C 4.855107 -2.163846 1.312687 0.007 0.006 -0.004
C 4.228170 -2.022710 0.091883 -0.001 -0.005 -0.004
C 2.943381 -1.498830 -0.010829 -0.003 0.007 -0.012
C 2.315198 -1.472554 -1.393026 -0.005 -0.006 -0.007
C 2.989422 -0.449263 -2.310832 0.008 -0.017 -0.006
C 2.373544 -2.855626 -2.044175 -0.006 0.006 -0.007
C 2.289903 -1.049154 1.153408 0.024 0.018 -0.015
N 1.065681 -0.334258 0.980854 -0.034 0.008 0.085
C 1.015243 0.774640 0.120652 -0.020 -0.013 0.012
C -0.011674 1.142784 -0.715986 -0.014 0.043 0.018
N -1.147523 0.415829 -1.031172 0.071 -0.075 0.024
C -1.974294 1.036771 -2.042364 0.027 -0.004 -0.037
C -1.632081 0.861760 -3.391695 0.007 -0.013 0.015
C -2.426210 1.451143 -4.369029 0.003 0.028 -0.006
C -3.534457 2.204018 -4.029944 -0.002 0.003 0.001
C -3.862913 2.363332 -2.694191 0.000 -0.022 0.003
C -3.104941 1.786230 -1.679997 0.008 0.003 -0.002
C -3.567414 2.033063 -0.252584 -0.011 0.006 0.014
C -2.570280 2.835167 0.584675 -0.003 0.004 0.022
C -4.020944 0.766548 0.472853 -0.022 0.010 -0.004
C -0.435683 0.039014 -3.836618 -0.006 0.010 -0.021
C 0.534494 0.873852 -4.677734 -0.019 -0.010 0.000
C -0.887408 -1.203379 -4.609394 -0.005 0.002 -0.001
C 0.339695 2.501214 -1.269142 0.015 -0.016 -0.021
C -0.246812 3.438234 -2.083151 0.017 -0.004 -0.043
C 0.462433 4.632924 -2.389282 -0.002 0.011 0.019
C 1.714680 4.899840 -1.905631 -0.003 -0.003 0.002
C 2.342893 3.959419 -1.048173 0.006 0.007 -0.008
C 3.625825 4.075519 -0.443761 0.001 -0.004 0.003
C 4.080220 3.078605 0.377825 -0.006 0.010 0.008
C 3.315094 1.913538 0.663039 0.000 -0.008 -0.005
C 2.075735 1.786163 0.093687 0.000 0.020 0.052
C 1.622101 2.811870 -0.762929 -0.006 -0.017 0.011
H 1.838220 -1.528175 5.695821 -0.003 -0.003 0.000
H 3.452665 -1.979248 5.160549 -0.001 0.000 0.001
H 2.048124 -2.790380 4.472707 -0.015 -0.004 -0.009
H 1.283886 -0.519661 3.610301 -0.004 0.003 -0.006
H 4.096743 0.318949 4.422528 -0.003 -0.001 -0.002
H 2.581347 0.878322 5.150412 0.002 0.002 0.002
H 2.983268 1.322182 3.490475 0.012 -0.004 0.006
H 4.663862 -1.899419 3.418662 -0.003 -0.002 0.000
H 5.853794 -2.577968 1.376205 -0.001 -0.002 0.001
H 4.734233 -2.345780 -0.809211 -0.001 -0.001 -0.004
H 1.262473 -1.212238 -1.286936 0.013 -0.007 0.010
H 4.058745 -0.663906 -2.392912 0.000 0.006 -0.004
H 2.878074 0.573940 -1.953387 -0.003 -0.003 -0.004
H 2.562059 -0.510282 -3.312669 0.001 -0.001 0.004
H 3.393417 -3.109252 -2.345047 0.003 -0.006 0.008
H 1.746705 -2.872007 -2.936705 0.006 -0.001 -0.002
H 2.004284 -3.631604 -1.376760 -0.005 -0.003 0.000
H -2.172885 1.313567 -5.413685 0.000 -0.001 0.003
H -4.147079 2.656020 -4.800419 0.001 0.002 0.001
H -4.738761 2.941542 -2.423196 -0.001 0.003 -0.001
H -4.460518 2.657697 -0.356870 0.001 0.003 -0.012
H -1.674689 2.258713 0.813165 -0.026 0.022 -0.003
H -3.028260 3.110537 1.537253 0.003 0.005 0.006
H -2.265256 3.749840 0.071493 -0.006 -0.006 0.006
H -3.165637 0.161380 0.781977 -0.003 -0.014 -0.019
H -4.691000 0.162611 -0.137459 0.010 -0.007 -0.010
H -4.537133 1.036956 1.398134 0.014 0.006 0.004
H 0.098901 -0.297162 -2.947617 0.003 -0.010 0.009
H 0.043628 1.267330 -5.571075 -0.004 0.001 0.005
H 1.372641 0.258696 -5.010728 0.002 0.000 -0.002
H 0.931806 1.715896 -4.108910 0.005 0.010 0.006
H -1.381944 -0.918201 -5.542157 0.001 -0.004 -0.004
H -1.579379 -1.808913 -4.024838 0.011 0.007 -0.007
H -0.025625 -1.825980 -4.861254 -0.002 -0.003 0.000
H -1.228645 3.313654 -2.513446 0.003 -0.007 -0.005
H -0.021404 5.353606 -3.037476 0.001 0.001 -0.001
H 2.220600 5.822982 -2.164032 0.002 -0.001 -0.004
H 4.236198 4.949815 -0.637345 0.003 0.000 -0.002
H 5.061091 3.170320 0.828782 0.001 -0.002 0.000
H 3.735057 1.145106 1.299294 0.005 0.004 -0.003
O -5.476210 -1.392086 -1.813371 0.010 0.004 0.002
C -4.436721 -1.728014 -2.323571 -0.020 -0.017 -0.022
O -3.238616 -1.370522 -1.927534 0.067 0.067 0.170
H -4.402138 -2.375721 -3.214417 0.008 -0.010 0.010
O -2.227674 -4.279744 -2.770060 0.000 0.023 0.012
Cl -1.227655 -4.293888 -1.725125 -0.033 0.036 -0.056
O -0.747978 -2.768526 -1.603458 -0.011 0.062 0.052
O -0.032528 -4.978427 -2.159293 -0.003 -0.009 0.010
O -2.913537 -2.739626 0.228628 0.205 -0.168 0.084
```
Forces are in eV/Å.

Results
HOMO-LUMO gap ... 6.44 eV
HOMO energy ... -4.6 eV
Net charge ... -1
E_LUMO ... 1.88 eV
Spin multiplicity ... 1
ΔE to the lowest compared entry with this formula, charge and spin ... 0.0 kcal per mole

Atomic partial charges in e from the Mulliken method, atoms 1 to 6: atom 1 (Ti): -0.0504, atom 2 (C): -1.1470, atom 3 (C): -0.6523, atom 4 (C): -1.0558, atom 5 (C): 1.4833, atom 6 (C): 0.3741